[1]
C23H44NP3RhS | ωB97M-V with the def2-TZVPD basis set

Its multiplicity is 5. As for the HOMO energy (spin up / spin down): -16.0 / -17.7 eV. The net charge is +3. Its frontier orbital gap (spin up / spin down) is 7.29 / 6.31 eV.

CARTESIAN COORDINATES (ANGSTROEM)
Rh 0.579 0.242 0.039
P -0.234 2.002 1.284
P -2.271 -0.617 -0.221
P 2.426 1.350 -0.046
H 1.713 -0.742 -4.417
C 2.272 -0.705 -3.481
C 2.277 -1.903 -2.679
H 2.646 -2.780 -3.251
C -0.912 3.365 0.263
C -1.624 1.690 2.446
C 0.787 3.000 2.475
C -3.063 -1.958 -1.228
C -3.357 -0.844 1.269
C -3.098 0.815 -1.024
C 3.519 0.566 -1.228
C 3.575 1.373 1.366
C 2.429 3.080 -0.671
H 3.233 -0.219 -3.673
H 2.845 -1.841 -1.735
H -1.334 4.128 0.937
H -1.702 2.979 -0.390
H -0.119 3.820 -0.341
H -1.705 2.547 3.132
H -1.433 0.796 3.051
H -2.575 1.585 1.912
H 0.091 3.659 3.017
H 1.529 3.638 1.980
H 1.277 2.361 3.220
H -4.005 -2.264 -0.755
H -2.417 -2.846 -1.264
H -3.282 -1.608 -2.248
H -4.051 -0.002 1.380
H -2.764 -0.955 2.183
H -3.961 -1.751 1.146
H -3.931 0.457 -1.642
H -2.372 1.323 -1.661
H -3.477 1.509 -0.268
H 4.446 1.115 -1.434
H 2.861 0.554 -2.114
H 3.728 -0.456 -0.904
H 4.585 1.518 0.954
H 3.531 0.410 1.886
H 3.313 2.193 2.038
H 3.425 3.283 -1.097
H 2.245 3.778 0.154
H 1.674 3.229 -1.455
C -0.419 -1.441 -3.089
C -0.126 -0.088 -2.921
C -0.731 0.861 -3.755
C -1.738 0.453 -4.647
C -2.148 -0.885 -4.670
C -1.438 -1.848 -3.950
S 0.591 -2.678 -2.261
H 0.637 -3.464 -3.362
H 0.581 0.246 -2.139
H -0.374 1.895 -3.714
H -2.187 1.192 -5.315
H -3.004 -1.187 -5.284
H -1.666 -2.915 -4.004
C 0.077 -3.342 5.374
C 0.273 -2.507 4.151
C 0.980 -1.300 4.205
C 1.118 -0.537 3.041
N 0.578 -0.919 1.871
C -0.050 -2.101 1.799
C -0.233 -2.905 2.920
H 1.016 -3.814 5.686
H -0.287 -2.739 6.211
H -0.653 -4.128 5.147
H 1.416 -0.924 5.129
H 1.676 0.406 3.042
H -0.412 -2.378 0.805
H -0.798 -3.833 2.820

Cartesian forces (eV/Å) of the 6 atoms listed first:
Rh -3.249 -2.577 0.837
P -1.425 2.744 2.135
P -1.105 0.151 -0.287
P 3.998 1.793 -0.606
H -0.081 0.067 0.329
C 0.532 -0.234 -2.637

Okay, here come the Löwdin numbers, in e, for every atom:
1 Rh 0.624
2 P 0.728
3 P 0.837
4 P 0.633
5 H 0.104
6 C -0.048
7 C -0.380
8 H 0.114
9 C -0.208
10 C -0.226
11 C -0.224
12 C -0.251
13 C -0.247
14 C -0.266
15 C -0.279
16 C -0.207
17 C -0.207
18 H 0.106
19 H 0.070
20 H 0.084
21 H 0.025
22 H 0.036
23 H 0.071
24 H 0.045
25 H 0.029
26 H 0.072
27 H 0.038
28 H 0.044
29 H 0.059
30 H 0.036
31 H 0.036
32 H 0.059
33 H 0.025
34 H 0.051
35 H 0.067
36 H 0.007
37 H 0.043
38 H 0.092
39 H -0.010
40 H 0.055
41 H 0.080
42 H 0.052
43 H 0.044
44 H 0.079
45 H 0.040
46 H 0.051
47 C -0.524
48 C -0.219
49 C -0.048
50 C -0.012
51 C -0.026
52 C -0.091
53 S 1.160
54 H 0.047
55 H 0.023
56 H 0.131
57 H 0.136
58 H 0.140
59 H 0.133
60 C -0.005
61 C -0.223
62 C 0.039
63 C -0.130
64 N -0.113
65 C -0.158
66 C 0.018
67 H 0.114
68 H 0.108
69 H 0.096
70 H 0.142
71 H 0.078
72 H 0.062
73 H 0.138

---

[2]
C23H44NP3SY | ωB97M-V with the def2-TZVPD basis set

As for the HOMO energy (spin up / spin down): -16.6 / -16.6 eV. The net charge is +3. Its frontier orbital gap (spin up / spin down) is 6.27 / 6.26 eV.

CARTESIAN COORDINATES (ANGSTROEM)
Y -0.252 -0.327 0.232
P -0.802 -2.632 1.466
P 1.783 -1.418 -1.218
P -1.626 -1.063 -2.164
H -3.302 4.609 0.664
C -3.867 3.782 0.221
C -4.138 2.685 0.971
H -3.974 2.659 2.064
C -0.356 -2.726 3.241
C 0.035 -4.122 0.803
C -2.552 -3.138 1.464
C 2.548 -0.178 -2.315
C 3.187 -1.777 -0.108
C 1.728 -2.911 -2.248
C -3.299 -0.349 -2.296
C -1.988 -2.820 -2.553
C -0.899 -0.556 -3.770
H -4.305 3.937 -0.774
H -4.751 1.890 0.536
H -0.917 -1.969 3.809
H 0.722 -2.553 3.377
H -0.604 -3.727 3.625
H 1.113 -3.943 0.690
H -0.382 -4.374 -0.182
H -0.120 -4.958 1.501
H -3.181 -2.260 1.664
H -2.721 -3.890 2.246
H -2.830 -3.548 0.485
H 3.410 -0.650 -2.803
H 2.885 0.683 -1.723
H 1.831 0.166 -3.071
H 3.943 -2.316 -0.692
H 2.874 -2.393 0.743
H 3.616 -0.847 0.281
H 2.762 -3.133 -2.532
H 1.128 -2.752 -3.148
H 1.314 -3.754 -1.685
H -3.601 -0.324 -3.350
H -3.324 0.666 -1.882
H -4.011 -0.959 -1.730
H -2.598 -2.865 -3.465
H -2.540 -3.286 -1.728
H -1.062 -3.383 -2.715
H -1.707 -0.489 -4.509
H -0.153 -1.280 -4.119
H -0.417 0.424 -3.679
C -1.285 2.813 0.153
C -1.390 3.312 -1.259
C -0.436 4.427 -1.493
C -0.041 5.211 -0.451
C -0.316 4.883 0.897
C -0.930 3.670 1.202
S -2.128 1.380 0.526
H -1.391 2.501 -2.000
H -2.426 3.727 -1.361
H -0.204 4.669 -2.525
H 0.485 6.141 -0.647
H -0.107 5.588 1.701
H -1.268 3.419 2.223
N 0.799 1.042 1.983
C 2.205 0.867 2.253
C 3.112 1.749 1.672
C 4.478 1.517 1.871
C 4.901 0.408 2.607
C 3.970 -0.480 3.151
C 2.602 -0.243 2.993
H 0.167 0.794 2.754
H 0.545 1.995 1.702
H 2.748 2.600 1.082
H 5.197 2.225 1.465
H 5.965 0.237 2.767
H 4.298 -1.357 3.707
H 1.852 -0.926 3.403

Cartesian forces (eV/Å) of the 6 atoms listed first:
Y 0.527 0.780 0.043
P -0.298 -2.164 1.128
P 1.431 -0.118 -0.441
P -0.673 -0.543 -1.095
H -0.490 -0.127 -0.283
C -1.246 0.061 0.889

Okay, here come the Löwdin numbers, in e, for every atom:
1 Y 0.887
2 P 0.710
3 P 0.692
4 P 0.710
5 H 0.080
6 C -0.093
7 C -0.198
8 H 0.085
9 C -0.244
10 C -0.239
11 C -0.236
12 C -0.238
13 C -0.242
14 C -0.236
15 C -0.271
16 C -0.243
17 C -0.254
18 H 0.091
19 H 0.068
20 H 0.065
21 H 0.030
22 H 0.076
23 H 0.032
24 H 0.046
25 H 0.079
26 H 0.054
27 H 0.077
28 H 0.041
29 H 0.077
30 H 0.052
31 H 0.032
32 H 0.075
33 H 0.040
34 H 0.036
35 H 0.074
36 H 0.035
37 H 0.037
38 H 0.066
39 H 0.000
40 H 0.064
41 H 0.078
42 H 0.032
43 H 0.034
44 H 0.067
45 H 0.044
46 H 0.032
47 C -0.652
48 C -0.158
49 C 0.027
50 C -0.028
51 C 0.047
52 C -0.132
53 S 0.714
54 H 0.122
55 H 0.143
56 H 0.137
57 H 0.134
58 H 0.147
59 H 0.141
60 N -0.025
61 C -0.329
62 C -0.039
63 C -0.045
64 C -0.049
65 C -0.050
66 C -0.049
67 H 0.111
68 H 0.045
69 H 0.118
70 H 0.124
71 H 0.127
72 H 0.126
73 H 0.089

---

[3]
C23H45B3O8 | ωB97M-V with the def2-TZVPD basis set

As for the HOMO energy: -9.2 eV. The net charge is 0. Its frontier orbital gap is 9.45 eV.

CARTESIAN COORDINATES (ANGSTROEM)
C 1.489 -2.694 0.080
C 1.863 -2.240 -0.996
B 2.080 -1.413 -2.334
O 2.773 -0.167 -2.306
B 1.849 0.847 -2.769
C 1.934 2.267 -1.994
C 0.780 2.467 -0.902
C -0.382 3.397 -1.460
O -1.414 3.603 -0.456
O 0.942 0.608 -3.861
B 0.584 -0.789 -3.890
O -0.766 -1.108 -4.141
C -1.360 -1.868 -3.061
C -2.087 -0.930 -1.963
C -2.182 -1.754 -0.605
C -3.485 -0.510 -2.598
C -4.716 -0.510 -1.587
C -3.304 1.019 -3.102
O 1.575 -1.805 -3.623
H 1.051 -3.129 1.017
H 2.011 3.117 -2.748
H 2.923 2.296 -1.424
H 0.322 1.477 -0.570
H 1.186 2.940 0.052
H -0.004 4.420 -1.767
H -0.787 2.885 -2.389
H -1.451 2.775 0.064
H -2.203 -2.525 -3.490
H -0.614 -2.582 -2.601
H -1.420 -0.027 -1.817
H -3.107 -2.386 -0.495
H -2.003 -1.036 0.250
H -1.300 -2.481 -0.601
H -3.779 -1.098 -3.518
H -5.403 0.341 -1.916
H -4.452 -0.294 -0.514
H -5.304 -1.459 -1.746
H -2.932 1.593 -2.197
H -4.297 1.457 -3.402
H -2.530 1.044 -3.931
C 3.803 5.230 2.325
C 3.381 4.792 3.711
C 3.123 3.311 3.509
O 4.012 2.872 2.468
C 4.587 4.025 1.840
H 4.387 6.151 2.313
H 2.918 5.377 1.697
H 4.208 4.935 4.413
H 2.511 5.327 4.096
H 2.096 3.128 3.173
H 3.302 2.728 4.414
H 5.637 4.085 2.149
H 4.549 3.910 0.754
C 2.897 0.230 8.075
C 3.827 1.359 8.467
C 3.983 2.107 7.156
O 2.760 1.928 6.427
C 1.984 0.908 7.071
H 2.355 -0.206 8.915
H 3.466 -0.566 7.584
H 3.339 2.001 9.207
H 4.778 1.022 8.881
H 4.797 1.687 6.554
H 4.171 3.173 7.301
H 1.139 1.395 7.569
H 1.595 0.216 6.322
C -4.343 -6.899 -4.528
C -4.087 -6.042 -5.750
C -4.013 -4.651 -5.149
O -3.500 -4.801 -3.817
C -3.517 -6.192 -3.470
H -4.063 -7.945 -4.658
H -5.404 -6.859 -4.262
H -3.123 -6.309 -6.194
H -4.854 -6.133 -6.520
H -5.007 -4.196 -5.076
H -3.364 -3.982 -5.718
H -2.482 -6.550 -3.470
H -3.927 -6.315 -2.466

Cartesian forces (eV/Å) of the 6 atoms listed first:
C -0.240 0.055 -0.514
C -0.561 -0.005 0.586
B 1.434 -0.083 -0.807
O -3.019 -0.563 -0.103
B 0.897 0.750 -0.453
C 0.719 -0.035 0.279

Okay, here come the Löwdin numbers, in e, for every atom:
1 C 0.106
2 C 0.062
3 B -0.476
4 O 0.228
5 B -0.419
6 C -0.063
7 C -0.169
8 C -0.250
9 O -0.105
10 O 0.262
11 B -0.586
12 O 0.085
13 C -0.129
14 C -0.266
15 C -0.067
16 C -0.342
17 C -0.095
18 C -0.079
19 O 0.256
20 H 0.070
21 H 0.120
22 H 0.113
23 H 0.114
24 H 0.116
25 H 0.129
26 H 0.113
27 H 0.077
28 H 0.130
29 H 0.122
30 H 0.128
31 H 0.083
32 H 0.083
33 H 0.059
34 H 0.132
35 H 0.074
36 H 0.078
37 H 0.077
38 H 0.072
39 H 0.073
40 H 0.086
41 C -0.180
42 C -0.175
43 C -0.195
44 O -0.142
45 C -0.210
46 H 0.112
47 H 0.112
48 H 0.114
49 H 0.115
50 H 0.118
51 H 0.092
52 H 0.116
53 H 0.110
54 C -0.178
55 C -0.177
56 C -0.206
57 O -0.167
58 C -0.198
59 H 0.114
60 H 0.116
61 H 0.116
62 H 0.114
63 H 0.121
64 H 0.119
65 H 0.118
66 H 0.119
67 C -0.179
68 C -0.177
69 C -0.207
70 O -0.158
71 C -0.204
72 H 0.114
73 H 0.115
74 H 0.117
75 H 0.114
76 H 0.118
77 H 0.118
78 H 0.118
79 H 0.116